{
  "formula": "C29H35Cl3N4O2P2Tc",
  "method": "ωB97M-V with the def2-TZVPD basis set",
  "lumo_ev": [-7.144, -10.128],
  "total_charge": 2,
  "orbital_gap_ev": [6.08, 3.10],
  "spin_multiplicity": 4,
  "species": ["Tc", "C", "C", "C", "C", "C", "C", "C", "C", "C", "H", "H", "H", "H", "H", "H", "H", "H", "H", "H", "H", "H", "H", "H", "H", "P", "P", "N", "N", "N", "N", "C", "C", "C", "C", "C", "C", "C", "C", "C", "C", "C", "C", "C", "C", "C", "C", "C", "C", "H", "H", "H", "H", "H", "H", "H", "H", "H", "H", "H", "H", "H", "H", "H", "H", "H", "H", "H", "H", "Cl", "C", "Cl", "Cl", "C", "O", "O"],
  "xyz": [[-1.451, -1.109, -0.889], [-5.057, -1.924, -4.249], [-5.058, -0.590, -4.304], [-6.202, 0.303, -3.888], [-7.041, -0.156, -2.662], [-6.234, -0.756, -1.515], [-5.623, -1.958, -1.520], [-6.066, -3.136, -2.368], [-6.263, -2.730, -3.829], [-0.820, -1.037, 1.152], [-4.219, -2.524, -4.602], [-4.411, -0.084, -5.028], [-6.891, 0.417, -4.746], [-5.815, 1.319, -3.708], [-7.595, 0.736, -2.281], [-7.835, -0.857, -2.992], [-6.358, -0.184, -0.578], [-4.867, -2.161, -0.762], [-6.996, -3.616, -1.961], [-5.275, -3.907, -2.360], [-6.364, -3.636, -4.456], [-7.203, -2.193, -3.966], [0.102, -1.648, 1.100], [-1.365, -1.464, 2.012], [-0.504, -0.035, 1.492], [-2.846, 0.099, 0.320], [-1.467, 0.466, -2.543], [-3.771, -1.014, 1.306], [-2.653, 1.428, 1.556], [-1.266, -0.747, -3.871], [-0.296, 1.490, -3.294], [-3.793, 0.915, -1.000], [-3.009, 1.367, -2.275], [-3.424, -2.373, 1.414], [-4.429, -3.034, 2.113], [-5.435, -2.070, 2.415], [-4.995, -0.833, 1.938], [-2.276, 1.258, 2.896], [-2.401, 2.476, 3.565], [-2.820, 3.429, 2.598], [-2.986, 2.774, 1.388], [-0.762, -2.051, -4.043], [-1.404, -2.649, -5.120], [-2.241, -1.644, -5.698], [-2.137, -0.509, -4.909], [-0.434, 2.051, -4.580], [0.638, 2.896, -4.826], [1.466, 2.866, -3.661], [0.886, 1.997, -2.760], [-4.366, 1.736, -0.550], [-4.529, 0.168, -1.339], [-3.686, 1.233, -3.130], [-2.724, 2.430, -2.195], [-2.478, -2.754, 1.050], [-4.404, -4.081, 2.366], [-6.380, -2.264, 2.902], [-5.410, 0.161, 2.031], [-1.912, 0.309, 3.241], [-2.235, 2.643, 4.620], [-2.984, 4.488, 2.764], [-3.312, 3.123, 0.419], [0.037, -2.431, -3.435], [-1.298, -3.686, -5.415], [-2.912, -1.754, -6.539], [-2.581, 0.474, -4.970], [-1.264, 1.808, -5.210], [0.818, 3.477, -5.719], [2.370, 3.429, -3.468], [1.221, 1.648, -1.795], [3.201, -2.942, -1.725], [2.507, -1.329, -1.849], [3.384, -0.147, -0.852], [2.384, -0.749, -3.526], [1.025, -1.323, -1.331], [0.255, -2.350, -1.334], [0.566, -0.199, -0.979]],
  "forces_ev_per_a": [[0.97, -1.83, 1.34], [-0.43, -0.73, -0.04], [-1.05, 0.80, -1.05], [-0.20, -0.26, 0.10], [-0.12, 0.98, 0.52], [-2.44, 1.79, -0.86], [0.30, -2.10, 0.11], [-0.11, -0.54, -0.27], [-0.10, -0.39, 0.17], [1.58, 0.52, 1.24], [-0.03, 0.42, -0.07], [0.17, -0.33, 0.78], [0.25, 0.00, 0.23], [-0.18, -0.29, 0.07], [0.45, -0.68, -0.20], [0.45, 0.13, 0.39], [0.48, -0.52, -0.27], [-0.08, -0.02, 0.13], [0.78, 0.48, 0.05], [-0.31, 0.31, 0.34], [0.25, 0.39, 0.33], [0.25, -0.08, -0.18], [-0.35, 0.25, -0.32], [-0.18, 0.21, -0.84], [0.10, -0.44, -0.43], [-0.56, 1.30, 2.83], [3.14, -0.47, -2.13], [0.18, 0.21, -0.62], [-0.05, -1.37, -1.13], [-1.45, 0.80, 0.33], [-0.42, 0.46, 0.69], [-0.85, 0.37, -0.29], [-1.01, 0.43, -0.23], [-1.18, -0.44, 0.29], [0.83, 0.97, -1.03], [0.42, 1.11, -0.51], [-0.33, -1.07, 0.22], [-0.18, 0.94, 0.41], [0.12, -1.40, -1.19], [-0.30, -0.28, -0.95], [0.11, 0.30, 0.47], [-0.85, -0.71, 0.11], [0.36, 1.23, 0.83], [-0.23, 0.62, 0.57], [-0.22, -1.04, -0.94], [0.70, 0.84, -0.21], [-0.84, -0.83, 0.84], [-0.66, -0.68, 0.67], [0.52, 0.89, 0.16], [0.00, 0.00, -0.43], [0.48, 0.26, 0.22], [0.23, 0.38, 0.16], [-0.01, -0.33, -0.17], [-0.32, -0.04, 0.07], [-0.09, 0.01, 0.05], [0.19, 0.14, 0.14], [-0.07, -0.09, 0.02], [-0.18, -0.06, 0.18], [0.13, -0.04, -0.17], [-0.04, -0.26, -0.07], [0.12, 0.24, 0.25], [-0.25, -0.07, 0.03], [0.27, 0.34, -0.18], [0.25, 0.03, -0.10], [-0.03, -0.38, -0.33], [0.01, 0.07, -0.13], [-0.15, -0.17, 0.03], [-0.07, -0.20, -0.16], [-0.01, 0.32, -0.19], [-0.11, 0.42, -0.15], [-0.70, -0.09, 0.67], [0.15, -0.39, -0.29], [0.23, -0.35, 0.11], [0.26, 0.09, -0.05], [1.12, 0.84, 0.01], [0.88, -0.94, 0.04]]
}